1.
# C5H5FIO5S

2 unconnected molecules or ions with the total composition C5H5FIO5S at a distorted geometry (ωB97M-V/def2-TZVPD, the Open Molecules 2025 dataset).

Each line ends with the Löwdin charge.
CARTESIAN COORDINATES (ANGSTROEM)
I -3.58566 -1.21107 1.10599  0.675
S -1.71363 0.06078 -0.83547  0.574
F -3.18350 1.56495 0.18309  -0.255
O 0.89235 -0.14686 0.72256  0.083
O -2.69932 -0.64027 -1.64515  -0.431
O -1.05519 1.16599 -1.41813  -0.319
O -0.67763 3.73948 1.51703  -0.054
O -0.33778 -1.17269 -0.73413  -0.137
C -2.35723 0.58902 0.84647  -0.705
C 1.86958 -1.91692 -0.47320  -0.078
C 0.83092 -0.95955 -0.15622  -0.608
C -0.27690 2.66314 1.11513  -0.192
C 3.19687 -1.71209 -0.37057  0.034
H 3.89564 -2.35036 -0.83367  0.029
H -0.06962 1.75217 1.77420  0.068
H 0.00998 2.42740 0.02448  0.078
H 3.71481 -1.05593 0.38321  0.088
H 1.54631 -2.79720 -1.20563  0.151

Forces on atoms 1 to 2 (eV/Å):
-0.6 -0.2 1.1
-0.3 -1.8 -1.0

LUMO level	2.87	eV
maximum force	4.52	eV/A
net charge	-1
HOMO energy	-4.830	eV

---

2.
# C6H12O

2 unconnected molecules or ions with the total composition C6H12O at a distorted geometry (ωB97M-V/def2-TZVPD, the Open Molecules 2025 dataset).

Each line ends with the Löwdin charge.
CARTESIAN COORDINATES (ANGSTROEM)
O -3.54840 -0.28602 0.15277  -0.383
C -0.77254 -0.99259 -0.43102  -0.019
C 2.12610 0.10249 -0.36692  -0.174
C 3.33679 -0.53511 -0.38080  0.095
C -0.37404 0.20701 0.50449  -0.423
C 1.09643 0.25213 0.58264  0.044
C -1.20221 1.45227 0.14626  -0.071
H -2.26209 1.20324 0.25131  0.041
H -1.87238 -0.88021 -0.35168  0.039
H -0.32726 -0.73529 -1.39371  0.074
H -0.32788 -1.93465 0.00521  0.104
H 1.76836 0.41484 -1.47093  0.158
H 4.08096 -0.43736 -1.17561  0.074
H 1.46397 -0.21330 1.51970  0.133
H -4.35862 -0.65461 0.44802  -0.122
H -0.79235 1.89694 -0.83494  0.106
H -0.80625 -0.13790 1.52718  0.166
H -1.01117 2.33464 0.74502  0.062
H 3.78258 -1.05653 0.52300  0.096

Forces on atoms 1 to 2 (eV/Å):
1.8 0.7 -0.5
2.0 0.2 0.6

LUMO level	-3.36	eV
maximum force	5.35	eV/A
net charge	0
ΔE to the lowest compared entry with this formula, charge and spin	170.8	kcal/mol
HOMO energy	-7.052	eV

---

3.
# C2H4N2OS

C2H4N2OS in the gas phase at a distorted geometry (ωB97M-V/def2-TZVPD, the Open Molecules 2025 dataset).

Each line ends with the Löwdin charge.
CARTESIAN COORDINATES (ANGSTROEM)
S -1.67217 -1.39974 -0.04302  0.774
O 0.30173 1.20906 0.83899  -0.073
N 1.13655 -0.90418 0.36765  0.110
N -0.32116 0.91817 -0.42233  -0.060
C 1.13000 0.07701 1.05817  -0.333
C -0.26974 -0.45765 -0.65249  -0.611
H -2.40555 -0.40431 -0.34017  -0.179
H 0.10801 1.48122 -1.11298  0.112
H 1.84830 0.33889 1.91391  0.155
H 0.14403 -0.85847 -1.60773  0.105

Forces on atoms 1 to 2 (eV/Å):
1.3 -1.3 0.4
0.2 -1.4 -0.5

LUMO level	0.87	eV
maximum force	6.04	eV/A
net charge	0
ΔE to the lowest compared entry with this formula, charge and spin	98.1	kcal/mol
HOMO energy	-9.456	eV
SMILES string	S[C@@H]1N=CON1

---

4.
# CH2O5P

A molecular structure, CH2O5P at a distorted geometry (ωB97M-V/def2-TZVPD, the Open Molecules 2025 dataset).

Each line ends with the Löwdin charge.
CARTESIAN COORDINATES (ANGSTROEM)
P 1.75558 0.13109 -0.20997  0.395
O -0.77083 -1.35282 0.15492  -0.033
O 2.51698 -0.46126 0.91112  -0.336
O -1.58741 0.79992 0.20528  -0.054
O 0.78837 1.26488 0.17259  -0.258
O 2.15369 -0.14946 -1.60899  -0.334
C -1.62560 -0.48183 0.13712  -0.542
H -2.84964 -0.81659 0.01121  0.145
H -0.38114 1.06608 0.22671  0.017

Forces on atoms 1 to 2 (eV/Å):
1.0 0.0 0.6
0.2 1.0 -0.1

LUMO level	4.03	eV
maximum force	4.00	eV/A
net charge	-1
ΔE to the lowest compared entry with this formula, charge and spin	23.4	kcal/mol
HOMO energy	-6.178	eV

---

5.
# C9H7N3O2

C9H7N3O2 in the gas phase at a distorted geometry (ωB97M-V/def2-TZVPD, the Open Molecules 2025 dataset).

Each line ends with the Löwdin charge.
CARTESIAN COORDINATES (ANGSTROEM)
O 2.03538 1.15950 -1.80273  0.107
O 2.05579 2.21022 0.02670  0.111
N 2.38204 -2.14747 0.06203  0.054
N 1.90572 1.19504 -0.62263  -0.392
N 2.50215 -1.56559 1.29124  0.049
C -0.85738 0.76949 -1.04798  -0.051
C -0.92494 -0.40091 1.00570  -0.049
C -2.94761 0.38381 0.02731  -0.049
C 1.47099 -0.03343 0.00102  -0.206
C -0.23942 0.18497 -0.02056  -0.073
C -2.29381 -0.39163 0.98189  -0.054
C -2.21509 0.90340 -1.05402  -0.032
C 2.06051 -0.38105 1.32066  -0.074
C 1.85993 -1.33912 -0.70144  -0.083
H -0.58978 -1.02305 1.68019  0.066
H 2.09120 0.10233 2.26492  0.124
H -2.71170 -0.98857 1.85073  0.137
H -3.97551 0.52029 0.06342  0.082
H -0.27506 1.09848 -1.80860  0.086
H 1.45905 -1.60926 -1.69953  0.144
H -2.79247 1.35254 -1.81834  0.103

Forces on atoms 1 to 2 (eV/Å):
0.2 -0.4 -2.5
-0.1 -0.4 0.8

LUMO level	-0.45	eV
maximum force	5.20	eV/A
net charge	0
ΔE to the lowest compared entry with this formula, charge and spin	93.4	kcal/mol
HOMO energy	-10.122	eV
SMILES string	O=[N+]([O-])C1(c2ccccc2)C=NN=C1

---

6.
# H24O12

12 unconnected molecules or ions with the total composition H24O12 at a distorted geometry (ωB97M-V/def2-TZVPD, the Open Molecules 2025 dataset).

Each line ends with the Löwdin charge.
CARTESIAN COORDINATES (ANGSTROEM)
O 3.36720 -0.07586 -1.41874  -0.049
O -1.70793 2.86054 -1.94609  -0.060
O -2.22922 0.52688 1.92940  -0.082
O 2.25258 1.42452 0.53613  -0.045
O -2.99990 -1.88719 0.75881  -0.072
O -1.98305 2.65779 0.87131  -0.002
O 0.66495 -2.92021 2.20758  -0.069
O 0.93900 -2.57517 -0.91734  -0.067
O 0.65518 -0.03409 3.16522  -0.045
O 1.35310 -0.84099 -3.10076  -0.075
O -0.32630 -0.04068 -0.13893  -0.052
O -1.12849 0.24523 -2.71709  -0.091
H -0.79589 0.22580 -1.79702  -0.014
H -3.22948 -2.59303 1.37122  0.029
H 0.14791 -3.40810 1.55622  0.030
H 0.34083 -0.20534 4.06034  0.056
H -0.41818 -0.16204 -3.23838  0.015
H 1.92427 -0.70842 -2.31601  0.008
H -0.94803 0.10190 0.59869  0.025
H 2.36568 1.84289 -0.33175  0.073
H 4.32742 -0.14045 -1.42732  0.066
H 0.60417 -2.00110 1.92565  -0.013
H 0.85142 -2.73837 -1.86005  0.027
H -1.71341 1.88598 -1.92272  0.004
H -2.00426 2.39370 -0.06959  0.046
H -1.10921 3.04174 0.98857  0.083
H -2.66976 -1.16308 1.32046  -0.018
H 0.54343 0.16370 0.23540  0.036
H 2.48401 2.11219 1.17088  0.072
H -1.86642 0.50541 2.82167  0.053
H 0.29159 -1.87876 -0.72612  0.002
H 3.14031 0.20579 -0.51274  0.018
H -2.01730 1.42525 1.59754  -0.057
H -2.59308 3.10502 -2.23843  0.060
H 1.87517 -1.39273 -3.69145  0.060
H 1.61170 0.04127 3.25546  0.050

Forces on atoms 1 to 2 (eV/Å):
0.2 0.3 0.5
-0.3 -0.1 0.7

LUMO level	-0.39	eV
maximum force	1.74	eV/A
net charge	0
ΔE to the lowest compared entry with this formula, charge and spin	31.9	kcal/mol
HOMO energy	-10.256	eV
SMILES string	O.O.O.O.O.O.O.O.O.O.O.O